DFT (wB97M-V/def2-TZVPD) results for a 2-piece molecular cluster, C6H12O overall in a non-equilibrium geometry.

ORCA input file:
```
! RIJCOSX wB97M-V def2-TZVPD def2/J DEFGRID3
* xyz 0 1
C -0.83189 -0.57396 -2.38863
O 0.19426 -0.08226 -1.55053
C -0.28407 0.28603 -0.35810
C -1.18031 -0.49177 0.60588
C -0.24161 -0.12109 1.77521
C 0.66486 0.67996 0.79050
C 2.13799 0.28092 0.74705
H -1.68231 0.12719 -2.35460
H -1.15643 -1.57013 -2.06115
H -0.40471 -0.62361 -3.38845
H -1.38160 1.42427 -0.64922
H -1.89296 0.31023 0.44492
H -1.61848 -1.48160 0.44687
H 0.27271 -0.95142 2.26946
H -0.72894 0.47820 2.54709
H 0.56351 1.75756 0.88637
H 2.64023 0.58613 1.67422
H 2.27342 -0.80085 0.64641
H 2.65632 0.76620 -0.08329
*
```

HOMO level: -8.7 eV
lowest unoccupied orbital energy: 1.01 eV
frontier orbital gap: 0.3571 Ha
electronic energy: -310.9089 a.u.

Löwdin atomic charge list, values in e, 4 entries: number 1, C, carries -0.083; number 2, O, carries -0.110; number 3, C, carries -0.383; number 4, C, carries -0.141